1.
DFT (the ωB97M-V functional and the def2-TZVPD basis) results for a molecular structure, C26H35F7O28P2 at a distorted geometry.

Element x y z (Å)
C1 4.9871 1.2310 -0.6493
O1 5.1081 1.9165 -1.9066
C2 3.9602 1.8348 -2.6770
O2 3.7125 3.1350 -3.2591
P1 2.7358 4.0311 -2.4227
O3 2.6350 3.6959 -1.0007
O4 1.3797 3.9541 -3.2185
C3 0.2173 4.4513 -2.5118
C4 -0.4010 3.4483 -1.5426
C5 -1.4427 2.5536 -2.2079
O5 -1.0341 4.1331 -0.4577
O6 3.2952 5.5317 -2.6004
P2 4.7438 5.9053 -1.9299
O7 5.8923 5.5540 -2.7625
H1 4.4495 1.8773 0.0459
H2 4.4737 0.2732 -0.7544
H3 6.0018 1.0763 -0.2949
H4 4.1384 1.1391 -3.4969
H5 3.1132 1.4823 -2.0979
H6 0.4394 5.4161 -2.0521
H7 -0.5210 4.6628 -3.2848
H8 0.3393 2.7783 -1.1039
H9 -2.1185 3.1140 -2.8488
H10 -0.9100 1.7961 -2.7836
H11 -1.9869 2.0662 -1.4030
H12 -0.8249 5.0686 -0.4815
H13 4.7965 5.2806 -0.6787
H14 4.6222 7.2780 -1.6760
C6 -0.4064 -1.2152 0.2266
C7 -0.1167 -2.4597 -0.5757
O8 0.9111 -2.0148 -1.4609
C8 1.5731 -1.0138 -0.8319
O9 2.6334 -0.5885 -1.1697
O10 0.8767 -0.5636 0.2276
F1 -1.1823 -2.8625 -1.2982
H15 -1.1371 -0.5773 -0.2728
H16 -0.7401 -1.4286 1.2360
H17 0.2531 -3.2968 0.0162
C9 1.3685 4.6273 1.9310
C10 2.3126 5.7231 2.3536
O11 2.0514 5.8297 3.7427
C11 1.6318 4.6033 4.1668
O12 1.5616 4.2746 5.3044
O13 1.3005 3.8217 3.1175
F2 2.0204 6.9079 1.7543
H18 0.3772 5.0058 1.6979
H19 1.7273 4.0556 1.0808
H20 3.3700 5.5009 2.1998
C12 -1.9320 4.6492 4.9124
C13 -2.2637 5.3033 3.5894
O14 -3.0893 4.3423 2.9701
C14 -3.7178 3.6445 3.9655
O15 -4.6589 2.9487 3.8065
O16 -3.1120 3.8746 5.1554
F3 -1.1510 5.4953 2.8238
H21 -1.0692 3.9865 4.8317
H22 -1.7609 5.3617 5.7144
H23 -2.8037 6.2477 3.6715
C15 -4.0974 -5.8787 1.1971
C16 -3.5263 -5.5438 -0.1595
O17 -2.7837 -4.3515 0.1137
C17 -2.4018 -4.4217 1.4092
O18 -1.5543 -3.7319 1.8922
O19 -3.0820 -5.3666 2.0736
F4 -4.4984 -5.2645 -1.0624
H24 -5.0359 -5.3576 1.3880
H25 -4.2418 -6.9434 1.3514
H26 -2.8577 -6.3048 -0.5672
C18 0.3827 2.3092 -5.8734
C19 0.0594 2.9298 -7.2127
O20 -0.7571 1.9428 -7.8152
C20 -1.3872 1.2650 -6.8103
O21 -2.3219 0.5580 -6.9558
O22 -0.7906 1.5280 -5.6187
F5 1.1674 3.1157 -7.9689
H27 1.2521 1.6526 -5.9318
H28 0.5428 3.0419 -5.0887
H29 -0.4936 3.8694 -7.1565
C21 -2.3918 -6.7735 6.9118
C22 -1.6554 -6.1036 5.7737
O23 -2.4111 -6.5059 4.6480
C23 -3.6892 -6.7118 5.0701
O24 -4.6284 -6.8044 4.3552
O25 -3.7365 -6.7905 6.4226
F6 -0.3868 -6.5658 5.6495
H30 -2.0452 -7.7962 7.0660
H31 -2.3265 -6.2263 7.8481
H32 -1.6352 -5.0138 5.8235
C24 1.2727 -8.2847 -0.9603
C25 0.8599 -7.2793 -2.0122
O26 -0.5267 -7.5496 -2.1543
C26 -0.9649 -8.0446 -0.9683
O27 -2.1093 -8.1303 -0.6595
O28 0.0721 -8.4113 -0.1872
F7 1.4804 -7.4932 -3.1928
H33 1.5241 -9.2487 -1.4033
H34 2.0989 -7.9462 -0.3418
H35 0.9945 -6.2357 -1.7225

As for the HOMO energy: -10.2 eV. For the strongest force on any atom, the calculation gives 1.015 eV/Å. Its net charge is 0. For the lowest unoccupied orbital energy, the calculation gives 0.1 eV.

How is the electron density shared among the atoms? According to Löwdin, the charges in e are: -0.06 -0.13 -0.25 -0.11 0.34 -0.23 -0.16 -0.14 -0.41 -0.02 -0.03 -0.32 0.63 -0.36 0.09 0.06 0.09 0.15 0.10 0.13 0.13 0.13 0.09 0.08 0.08 0.08 0.03 0.03 -0.03 -0.32 0.14 -0.54 0.14 0.09 0.09 0.14 0.13 0.16 -0.06 -0.30 0.13 -0.57 0.17 0.08 0.07 0.11 0.11 0.17 -0.04 -0.29 0.13 -0.54 0.19 0.08 0.06 0.13 0.15 0.17 -0.03 -0.29 0.12 -0.55 0.15 0.07 0.08 0.15 0.14 0.13 -0.05 -0.31 0.13 -0.55 0.19 0.06 0.08 0.15 0.11 0.17 -0.05 -0.31 0.12 -0.54 0.18 0.08 0.08 0.14 0.14 0.18 -0.04 -0.31 0.14 -0.54 0.16 0.08 0.09 0.15 0.14 0.17

***

2.
DFT (the ωB97M-V functional and the def2-TZVPD basis) results for 5 unconnected molecules or ions with the total composition C26H35I2N4PSi.

Element x y z (Å)
C1 5.6442 0.2889 1.8448
C2 4.1640 0.5117 1.8182
I1 3.7183 2.5903 1.6662
C3 3.1342 -0.3124 1.8724
I2 3.4439 -2.3761 1.9904
P1 1.1971 0.2058 1.8385
Si1 -1.0101 0.9109 1.8326
C4 -2.0817 -0.0635 0.6526
C5 -1.0900 2.7330 1.3531
C6 -1.6257 0.7316 3.5977
H1 5.8638 -0.7780 1.8198
H2 6.1227 0.7723 0.9926
H3 6.0797 0.7156 2.7501
H4 0.8908 -1.1853 1.8657
H5 1.4910 0.7809 0.5698
H6 1.4766 0.9201 3.0425
H7 -2.1939 -1.1084 0.9506
H8 -3.0806 0.3852 0.6585
H9 -1.7325 -0.0305 -0.3805
H10 -0.1735 3.2861 1.5724
H11 -1.3138 2.8428 0.2895
H12 -1.9093 3.2022 1.9042
H13 -0.9786 1.3126 4.2624
H14 -2.6476 1.0993 3.7089
H15 -1.5853 -0.3064 3.9406
N1 -1.5458 -3.4672 2.0583
C7 -0.5256 -3.7985 2.8467
C8 -0.6699 -4.1322 4.1854
C9 -1.9422 -4.1251 4.7343
C10 -3.0135 -3.7858 3.9227
C11 -2.7640 -3.4663 2.5967
H16 0.4565 -3.7911 2.3844
H17 0.1981 -4.3896 4.7770
H18 -2.0963 -4.3798 5.7749
H19 -4.0248 -3.7663 4.3055
H20 -3.5789 -3.1926 1.9350
N2 1.3695 6.7202 -1.5688
C12 1.8808 5.6719 -0.9271
C13 2.8890 4.8703 -1.4430
C14 3.3939 5.1721 -2.6977
C15 2.8714 6.2603 -3.3779
C16 1.8653 6.9992 -2.7717
H21 1.4598 5.4604 0.0505
H22 3.2588 4.0317 -0.8682
H23 4.1804 4.5709 -3.1357
H24 3.2331 6.5365 -4.3592
H25 1.4361 7.8577 -3.2769
N3 1.4404 -6.5386 -1.3074
C17 0.7365 -5.8124 -0.4416
C18 -0.3001 -4.9633 -0.8045
C19 -0.6218 -4.8656 -2.1493
C20 0.1001 -5.6151 -3.0643
C21 1.1172 -6.4332 -2.5941
H26 1.0192 -5.9157 0.6012
H27 -0.8347 -4.3968 -0.0527
H28 -1.4222 -4.2140 -2.4771
H29 -0.1155 -5.5702 -4.1234
H30 1.7011 -7.0331 -3.2838
N4 -3.3796 1.4277 -2.3761
C22 -2.1416 1.8304 -2.6493
C23 -1.7567 2.3652 -3.8698
C24 -2.7109 2.4840 -4.8673
C25 -4.0043 2.0651 -4.5992
C26 -4.2863 1.5480 -3.3431
H31 -1.4167 1.7241 -1.8489
H32 -0.7340 2.6797 -4.0281
H33 -2.4518 2.8958 -5.8341
H34 -4.7842 2.1374 -5.3450
H35 -5.2898 1.2156 -3.1006

As for the HOMO energy: -7.6 eV. Its SMILES is C/C(I)=C(\I)[PH3][Si](C)(C)C.c1ccncc1.c1ccncc1.c1ccncc1.c1ccncc1. For the strongest force on any atom, the calculation gives 0.333 eV/Å. Its net charge is 0. For the lowest unoccupied orbital energy, the calculation gives 0.2 eV.

How is the electron density shared among the atoms? According to Löwdin, the charges in e are: -0.21 -0.89 0.88 -0.99 0.83 0.57 0.38 -0.21 -0.20 -0.22 0.02 0.06 0.07 -0.09 -0.03 -0.03 0.00 0.04 0.01 0.01 0.01 0.03 0.02 0.03 0.02 0.05 -0.17 -0.06 -0.07 -0.07 -0.15 0.06 0.10 0.11 0.10 0.11 0.05 -0.16 -0.09 -0.08 -0.08 -0.16 0.10 0.01 0.10 0.10 0.10 0.05 -0.16 -0.07 -0.08 -0.08 -0.16 0.10 0.07 0.10 0.10 0.10 0.06 -0.16 -0.07 -0.08 -0.07 -0.15 0.08 0.10 0.10 0.10 0.10

***

3.
DFT (the ωB97M-V functional and the def2-TZVPD basis) results for a molecular structure, C26H35N2Tc at a distorted geometry.

Element x y z (Å)
C1 1.2782 -1.8863 0.6157
C2 1.7524 -1.1127 -0.5002
C3 0.8247 -1.2772 -1.5852
C4 -0.2181 -2.1583 -1.1429
C5 0.0500 -2.5237 0.2178
Tc1 -0.2035 -0.4113 0.1258
C6 -3.5525 1.1410 -1.1851
C7 -2.9214 0.7378 -0.0516
H1 -2.7341 1.4804 0.6834
C8 -2.3725 -0.5948 0.1703
H2 -2.7317 -1.3549 -0.5306
H3 -2.6291 -0.9317 1.1741
C9 -3.6768 2.6972 -1.3524
H4 -2.9398 3.1198 -0.6451
H5 -3.3780 2.9856 -2.3828
H6 -4.6381 3.1986 -1.1511
C10 -3.1278 0.5301 -2.5360
H7 -2.0854 0.2047 -2.3252
H8 -3.6622 -0.3723 -2.8651
H9 -3.1200 1.2988 -3.3377
C11 3.0715 -0.4207 -0.5874
H10 3.3592 -0.0150 0.3869
H11 3.8713 -1.1088 -0.9021
H12 3.0221 0.4143 -1.2932
C12 1.0360 -0.7451 -2.9647
H13 1.3578 0.3018 -2.9199
H14 1.8116 -1.3145 -3.5014
H15 0.1060 -0.8129 -3.5375
C13 -1.2900 -2.7563 -1.9998
H16 -1.5753 -2.0662 -2.8020
H17 -0.9395 -3.6936 -2.4594
H18 -2.1709 -2.9990 -1.3971
C14 -0.7361 -3.4825 1.0524
H19 -1.8037 -3.4102 0.8169
H20 -0.4157 -4.5175 0.8680
H21 -0.5987 -3.2709 2.1196
C15 2.0485 -2.1894 1.8597
H22 1.3749 -2.4624 2.6779
H23 2.7361 -3.0339 1.6977
H24 2.6499 -1.3285 2.1715
C16 2.2193 2.7466 -1.7102
C17 0.9140 3.1395 -2.2280
C18 3.3979 3.1074 -2.2892
C19 0.9138 2.9934 -3.6483
H25 -0.1312 3.4179 -1.9112
C20 3.3309 3.3158 -3.7286
H26 4.3075 3.2137 -1.7162
C21 2.1122 3.1013 -4.3539
H27 0.0226 2.7753 -4.1952
H28 4.2348 3.6058 -4.2916
H29 2.0921 3.0132 -5.4434
N1 -1.1274 -0.4408 3.2675
C22 -0.1325 0.4625 3.1065
C23 0.3440 1.1634 4.2213
C24 1.4434 1.9888 4.0924
C25 1.9971 2.1362 2.8159
C26 1.4166 1.5321 1.7121
N2 0.3903 0.6393 1.8543
H30 -1.4548 -1.0379 2.5248
H31 -1.6135 -0.4963 4.1588
H32 -0.1711 0.9857 5.1633
H33 1.8532 2.5080 4.9559
H34 2.8884 2.7346 2.6611
H35 1.7460 1.7561 0.6882

As for the HOMO energy (spin up / spin down): -10.3 / -10.6 eV. Its spin multiplicity is 4. As for the energy relative to the best compared isomer or geometry (same formula, charge and spin): 0.000 eV. For the strongest force on any atom, the calculation gives 4.350 eV/Å. Its net charge is +1. For the lowest unoccupied orbital energy (spin up / spin down), the calculation gives -3.2 / -3.7 eV.

How is the electron density shared among the atoms? According to Löwdin, the charges in e are: -0.31 -0.31 -0.30 -0.32 -0.32 1.39 -0.26 -0.20 0.08 -0.24 0.04 0.04 -0.07 0.06 0.06 0.08 -0.06 0.05 0.08 0.08 -0.02 0.07 0.11 0.05 -0.01 0.06 0.11 0.08 -0.02 0.07 0.11 0.07 -0.02 0.08 0.11 0.08 -0.01 0.08 0.11 0.08 -0.01 -0.06 -0.10 -0.12 0.11 -0.06 0.10 -0.11 0.10 0.11 0.11 0.16 -0.35 -0.01 -0.03 -0.06 -0.11 -0.04 0.05 0.13 0.12 0.12 0.11 0.09

***

Question: Look up the net charge of the second one.
Answer: 0